(1)
DFT (ωB97M-V with the def2-TZVPD basis set) results for the molecule C5H10O5 at a distorted geometry.

## Properties
E_HOMO: -10.08 eV
charge: 0
spin multiplicity: 1
structure (SMILES): C[C@@]1(O)OC[C@H](O)C1(O)O
energy relative to the best compared isomer or geometry (same formula, charge and spin): 89.6 kcal/mol

Positions of all 20 atoms, in Å:
O 0.4645 -1.2765 -1.2698
O -1.6155 -0.5559 -1.1909
O 2.8835 -0.0823 0.0070
O -0.5449 1.4135 -0.3338
O 0.2536 -1.8385 0.8327
C 0.9217 1.5154 -0.4059
C -1.9232 0.1606 1.0001
C 1.5232 0.3561 0.3287
C 0.3194 -0.6669 -0.0319
C -1.0285 0.1273 -0.1012
H 1.4334 1.3188 -1.3707
H 2.8731 -0.5045 -0.9163
H 1.2218 -2.1630 0.8887
H -1.6601 1.0281 1.9511
H 1.6735 0.4290 1.3872
H -2.1494 -0.9838 1.4832
H -2.4535 -0.0649 -1.4647
H -0.4350 -1.3326 -1.5418
H 1.1995 2.4479 0.1667
H -2.9572 0.6721 0.5816

(2)
DFT (ωB97M-V with the def2-TZVPD basis set) results for C2H5N3S as an isolated structure at a distorted geometry.

## Properties
E_HOMO (spin up / spin down): -9.12 / -9.12 eV
charge: 0
spin multiplicity: 1
energy relative to the best compared isomer or geometry (same formula, charge and spin): 108.8 kcal/mol

Positions of all 11 atoms, in Å:
S -0.4731 -1.4733 0.5306
N -0.2606 0.0716 0.1215
N 1.5229 0.0165 -0.4812
N 0.1824 -1.8707 3.2382
C -1.0113 0.7852 -0.9098
C 0.0239 -1.5964 2.1223
H 1.4462 0.5329 -1.3325
H 2.0558 0.5799 0.1809
H -0.2800 1.3851 -1.6317
H -1.5649 1.4770 -0.3162
H -1.6413 0.0922 -1.5221

(3)
DFT (ωB97M-V with the def2-TZVPD basis set) results for a 2-piece molecular cluster, C10H13F13NO5PS overall at a distorted geometry.

## Properties
E_HOMO: -9.26 eV
charge: 0
spin multiplicity: 1
structure (SMILES): O=[PH2]OC(=O)OCCC(F)(F)C(F)(F)C(F)(F)C(F)(F)S(F)(F)(F)(F)F.CN(C)C=O

Positions of all 44 atoms, in Å:
S 1.3014 -2.3296 0.9324
P -5.4677 4.3560 4.2273
F 2.3198 -1.0038 1.2989
F -1.3591 0.0944 -2.2698
F 1.2620 -0.7852 -1.2869
F -0.1839 1.8247 -1.1192
F 0.2362 -2.0532 2.2369
F -0.5180 -2.4428 -1.0659
F 2.2632 -3.2813 1.9979
F -2.0092 -0.8284 0.8114
F -3.8593 0.6378 -0.9347
F -2.7633 2.6151 -1.6819
F -0.0702 0.6865 1.2588
F 2.4210 -2.7401 -0.3435
F 0.4317 -3.7787 0.5373
O -6.7504 3.8661 3.1125
O -5.5240 5.9512 4.2901
O 7.9610 -4.2926 -2.2244
O -6.4914 4.8286 0.8922
O -5.2066 2.7505 1.4556
N 5.9248 -3.2095 -2.4228
C -6.1363 3.8609 1.7469
C 5.0451 -2.1607 -1.9499
C 7.1700 -3.4259 -1.8727
C 0.2794 -1.3997 -0.3167
C -1.2280 0.7692 -0.9592
C -0.7232 -0.2497 0.2679
C -2.6566 1.5095 -0.6559
C -2.7785 2.2425 0.8024
C 5.4802 -4.0578 -3.5091
C -3.9645 3.3638 0.9321
H -5.6817 3.7802 5.5332
H 4.4794 -3.7684 -3.8404
H 5.4694 -5.0972 -3.1675
H 7.4089 -2.7268 -1.0549
H -3.0471 1.3829 1.5865
H 6.1845 -3.9681 -4.3418
H -3.5571 4.1911 1.6902
H -4.1498 3.9662 3.7780
H 5.5042 -1.5999 -1.1312
H -4.2264 3.9373 -0.0530
H 4.1133 -2.6123 -1.5975
H -1.7348 2.6748 1.1878
H 4.8318 -1.4778 -2.7773

(4)
DFT (ωB97M-V with the def2-TZVPD basis set) results for the molecule C4H3NS at a distorted geometry.

## Properties
E_HOMO (spin up / spin down): -9.27 / -9.27 eV
charge: 0
spin multiplicity: 1
energy relative to the best compared isomer or geometry (same formula, charge and spin): 107.3 kcal/mol

Positions of all 9 atoms, in Å:
S 0.4404 2.3639 -0.0122
N 1.1162 -0.1158 0.0643
C 0.1292 0.6929 -0.0040
C 1.9379 -1.0426 0.0125
C -1.2726 0.1690 -0.0119
C 2.5069 -2.1849 -0.0457
H -1.9374 0.8956 -0.4723
H -1.3244 -0.7774 -0.5459
H -1.5960 -0.0008 1.0151

(5)
DFT (ωB97M-V with the def2-TZVPD basis set) results for C21H17BN4NiO5 as an isolated structure.

## Properties
E_HOMO (spin up / spin down): -1.87 / -1.84 eV
charge: -2
spin multiplicity: 3
energy relative to the best compared isomer or geometry (same formula, charge and spin): 9.3 kcal/mol

Positions of all 49 atoms, in Å:
Ni 0.5067 1.1033 0.4416
O 2.3701 -2.7987 -1.3009
O 1.1747 1.8067 2.2368
O 1.1844 -0.9910 0.0071
O -0.9756 2.5609 0.5073
O -2.8152 3.3614 -0.5250
N -0.7864 -1.4975 1.1078
N 1.9942 1.9023 -0.7100
N -0.5684 -0.2151 1.6222
N -0.6039 0.7799 -1.4297
C -0.1617 3.3750 5.1985
C 2.7323 1.9412 -1.5949
C -0.9886 -5.1826 -0.9127
C -1.0693 0.0310 2.7642
C 0.3798 2.0356 3.2132
C -2.1527 1.9082 -2.8400
C 0.1131 -5.6033 -1.6538
C -1.7791 1.1086 -3.9043
C -0.2408 0.0084 -2.4553
C 1.2639 -3.5417 -1.1482
C -1.2804 2.5786 5.4883
C -0.7682 1.2334 3.5225
C -1.5474 1.5159 4.6469
C 1.2278 -4.7932 -1.7701
C -1.8217 2.6338 -0.4277
C 0.1855 -1.7661 0.2835
C -1.5252 1.7225 -1.6164
C 0.6419 3.1115 4.1144
C -0.9486 -3.9436 -0.2902
C -0.8024 0.1409 -3.7127
C 0.1609 -3.1082 -0.3893
B 3.7397 1.9929 -2.8297
H 2.1830 -1.9390 -0.8205
H 0.1013 -6.5693 -2.1473
H 3.4693 2.9781 -3.4973
H -2.2323 1.2451 -4.8798
H 1.5023 3.7308 3.8882
H -1.9094 2.7857 6.3448
H 0.5336 -0.7195 -2.2518
H 3.5759 0.9720 -3.4801
H -1.7845 -3.5826 0.2958
H 2.0922 -5.1013 -2.3455
H -1.7013 -0.7345 3.2211
H -1.8669 -5.8108 -0.8271
H -2.9003 2.6851 -2.9144
H 4.8795 2.0567 -2.4022
H -2.3944 0.8657 4.8534
H -0.4612 -0.4923 -4.5205
H 0.0737 4.2193 5.8400

(6)
DFT (ωB97M-V with the def2-TZVPD basis set) results for C45H35CoF6N4O6P2Sb as an isolated structure.

## Properties
E_HOMO: -5.45 eV
charge: -1
spin multiplicity: 1
energy relative to the best compared isomer or geometry (same formula, charge and spin): 30.2 kcal/mol

Positions of all 100 atoms, in Å:
Sb 4.0921 2.8988 -0.2881
Co 1.1046 0.5524 -0.1058
P -1.9521 -1.2976 1.5719
P 0.1089 0.9555 1.9046
F 4.9887 2.2559 1.2774
F 2.6856 3.7484 0.7713
F 2.7728 1.3035 0.4120
F 4.9383 4.5552 0.2631
F 4.8692 3.5816 -1.9286
F 4.7644 1.2862 -1.0710
O 1.6982 -1.0521 0.6172
O -3.4801 4.6751 -2.0768
O 2.4863 2.9771 -1.6701
O 0.5607 2.3226 -0.7117
O -0.5959 0.0502 -0.7800
O -3.3592 6.8015 -2.3765
N 1.5895 -0.0630 -1.8318
N 0.5634 0.1395 -2.7503
N -2.8526 5.7048 -2.2113
N -0.8661 -0.3167 2.4837
C 3.4024 -1.3703 -1.0654
C 4.9422 -2.5949 0.8920
C 0.7249 6.7110 -2.3872
C -1.8704 0.6339 -4.1407
C 0.3894 1.4245 4.6174
C -1.0052 2.3817 1.7985
C 3.7059 -2.0866 1.2212
C 3.1404 1.7683 4.5291
C -3.5664 -2.6148 5.1528
C -4.2216 0.6752 -2.6641
C -1.2122 4.7660 1.5642
C -1.3882 5.6327 -2.1654
C 0.6095 -4.5401 1.8808
C -3.1681 3.3736 1.4579
C -2.5867 4.6309 1.4106
C -3.0163 0.4112 -2.0336
C 2.5774 -0.8207 -2.1127
C 1.2715 3.1316 -1.3340
C -4.2543 0.9203 -4.0287
C -5.3574 -1.7888 3.7842
C 5.4286 -2.5169 -0.4137
C -0.7922 4.4354 -1.8181
C 2.4642 1.8871 5.7309
C -0.5504 0.1682 -2.0719
C 0.0693 -3.2762 2.0609
C 1.0852 1.7125 5.7763
C -1.1952 -5.1044 0.4033
C -0.0225 -5.4579 1.0551
C 4.6507 -1.9117 -1.3761
C -1.7284 -3.8381 0.5811
C 0.5957 4.3932 -1.7616
C -0.4202 3.6460 1.7486
C -1.8366 0.3897 -2.7701
C 2.4494 1.4667 3.3617
C 1.0711 1.2954 3.4042
C 2.8932 -1.4633 0.2545
C -2.6617 -2.3158 4.1492
C -0.6573 6.7780 -2.4463
C -2.3794 2.2486 1.6576
C -4.9193 -2.3519 4.9704
C -3.0768 0.8982 -4.7653
C -3.0888 -1.7407 2.9535
C 1.3537 5.5201 -2.0515
C -4.4433 -1.4840 2.7832
C -1.1082 -2.9147 1.4190
H -2.6324 -3.5555 0.0518
H 0.6568 3.7502 1.8230
H 2.7140 -1.1340 -3.1455
H -3.2039 5.5054 1.2457
H -2.9671 0.2303 -0.9684
H -0.9424 0.6263 -4.6956
H 2.4327 5.4536 -2.0003
H -4.7834 -1.0349 1.8571
H 0.6080 -2.5625 2.6692
H 2.9872 1.3702 2.4302
H -1.1737 7.6908 -2.7013
H -4.2375 3.2656 1.3313
H -1.6124 -2.5475 4.2952
H 0.4094 -6.4390 0.9044
H -5.6276 -2.5907 5.7537
H -0.4099 -0.7756 3.2647
H -1.6843 -5.8077 -0.2585
H -5.1364 0.7049 -2.0860
H 3.0065 2.1243 6.6375
H 1.5393 -4.8006 2.3695
H 3.3362 -2.1277 2.2378
H -3.2209 -3.0606 6.0769
H 5.0085 -1.8291 -2.3950
H 0.5533 1.8141 6.7135
H 5.5499 -3.0502 1.6646
H 1.3147 7.5916 -2.6007
H 6.4035 -2.9123 -0.6623
H -5.1944 1.1394 -4.5179
H -2.8374 1.2678 1.6945
H -0.6887 1.3146 4.6450
H -6.4098 -1.5823 3.6359
H 4.2113 1.9118 4.4784
H -1.3858 3.5655 -1.5769
H -0.7518 5.7450 1.5193
H -3.0998 1.0981 -5.8291

(7)
DFT (ωB97M-V with the def2-TZVPD basis set) results for C27H24BCrN2O2PS as an isolated structure.

## Properties
E_HOMO (spin up / spin down): -2.47 / -5.21 eV
charge: -1
spin multiplicity: 6
energy relative to the best compared isomer or geometry (same formula, charge and spin): 8.1 kcal/mol

Positions of all 59 atoms, in Å:
Cr 1.7891 -1.1638 -1.3048
S 3.4435 0.9266 -3.6160
P -0.0954 1.7531 0.4515
O 3.2372 -0.9293 -0.0430
O -0.0344 -0.0684 -2.0792
N 0.7809 -2.2742 -3.0258
N 0.9070 -2.6668 -0.1824
C -1.4836 5.5386 1.0788
C 3.4947 0.8397 2.2129
C 1.3971 2.6108 2.6839
C 2.4993 2.5970 3.5355
C 2.9856 -0.3397 -2.8096
C 0.9775 -3.5686 -3.2722
C -2.9706 4.0991 2.2923
C 3.5476 1.6949 3.2798
C -2.1673 -0.0869 0.2502
C -0.1917 -3.4161 -5.3383
C -2.5968 5.3736 1.8934
C -1.0592 0.2957 1.0047
C 0.4976 -3.5489 0.4408
C -0.7017 -0.4697 2.1097
C -2.5403 -1.9652 1.6990
C -0.1366 -0.1080 -3.4884
C -2.9135 -1.2002 0.6015
C -0.4218 -2.0796 -5.0659
C -1.1189 3.1457 1.0680
C 2.3454 -0.0477 0.2423
C -0.7594 4.4323 0.6638
C -2.2347 2.9926 1.8862
C 0.5133 -4.1813 -4.4215
C 0.0853 -1.5429 -3.8919
C 1.3119 1.7677 1.5876
C 2.3737 0.8345 1.3210
C -1.4334 -1.6003 2.4485
B -0.0422 -4.7730 1.2849
H 0.0845 0.8365 -1.7222
H -3.7690 -1.4890 0.0028
H -2.5259 2.0024 2.2134
H 0.1740 -0.1997 2.6864
H -2.4384 0.4865 -0.6304
H -3.8355 3.9621 2.9300
H 0.3919 -5.7824 0.7625
H 0.6935 -5.2344 -4.5838
H -0.5747 -3.8624 -6.2472
H -1.1832 6.5300 0.7625
H 0.3720 -4.6467 2.4187
H 4.4096 1.6735 3.9377
H -1.1277 0.2161 -3.8200
H -3.0892 -2.8629 1.9510
H -0.9950 -1.4575 -5.7412
H 0.5875 3.3010 2.8891
H 1.5147 -4.1199 -2.5106
H 4.2988 0.1426 2.0166
H 0.1059 4.5628 0.0228
H -1.1157 -2.2195 3.2772
H -1.2558 -4.7438 1.2431
H -3.1693 6.2352 2.2143
H 2.5407 3.2687 4.3831
H 0.6211 0.5294 -3.9532